This record from the Open Molecules 2025 dataset describes C23H22Br4Ge2KO3S2 as an isolated structure in a non-equilibrium geometry. The level of theory is wB97M-V/def2-TZVPD.

Calculated values
Net charge ... -2
E_HOMO (spin up / spin down) ... -0.040 / -0.084 hartree
Spin multiplicity ... 2
Energy above the lowest of the compared OMol25 structures with the same formula, charge and spin ... 13.8 kcal/mol

Geometry as XYZ:
```
57
C23H22Br4Ge2KO3S2 | the Open Molecules 2025 dataset | wB97M-V/def2-TZVPD
K 0.466 -1.769 1.962
Br 4.586 -4.137 -3.215
C 3.048 -3.655 -2.223
C 1.940 -4.475 -2.215
Br 1.937 -6.068 -3.243
C 0.835 -4.117 -1.451
Br -0.676 -5.263 -1.334
C 0.765 -2.937 -0.716
O -0.239 -2.604 -0.005
C 1.909 -2.053 -0.774
O 1.866 -0.928 -0.129
C 3.017 -2.467 -1.490
Br 4.541 -1.333 -1.447
C -4.085 2.163 -0.543
Ge -2.906 0.610 0.124
C -3.293 0.666 2.106
C -3.906 -1.038 -0.513
Ge -0.139 0.089 -0.262
C 0.641 1.909 0.180
C 1.963 2.253 -0.059
C 2.418 3.544 0.149
C 1.553 4.520 0.609
C 0.237 4.187 0.877
C -0.202 2.893 0.669
C 0.013 0.498 -2.250
C -1.122 0.900 -2.942
C -1.054 1.357 -4.246
C 0.169 1.397 -4.897
C 1.310 0.980 -4.234
C 1.228 0.541 -2.924
H -5.095 2.068 -0.155
H -4.127 2.197 -1.628
H -3.668 3.105 -0.199
H -4.284 0.267 2.310
H -3.252 1.683 2.486
H -2.570 0.080 2.666
H -4.819 -1.191 0.058
H -3.257 -1.896 -0.374
H -4.161 -0.980 -1.570
H 2.647 1.500 -0.417
H 3.450 3.798 -0.063
H 1.898 5.539 0.755
H -0.451 4.940 1.237
H -1.232 2.636 0.882
H -2.076 0.869 -2.431
H -1.955 1.694 -4.745
H 0.228 1.761 -5.917
H 2.270 1.015 -4.737
H 2.131 0.243 -2.412
C 2.334 -2.481 6.218
O 1.438 -1.927 5.280
C 0.409 -1.182 5.787
S 0.238 -0.985 7.425
S -0.601 -0.547 4.625
H 3.076 -3.028 5.642
H 1.804 -3.151 6.904
H 2.809 -1.691 6.810
```

Atom charges from the Löwdin analysis, given in e for atoms 1 to 4:
1. K 0.7129
2. Br 0.6350
3. C -0.7819
4. C -0.7769



This record from the Open Molecules 2025 dataset describes C23H22FN2NbSe as an isolated structure in a non-equilibrium geometry. The level of theory is wB97M-V/def2-TZVPD.

Calculated values
Net charge ... +2
E_HOMO (spin up / spin down) ... -0.530 / -0.530 hartree
Energy above the lowest of the compared OMol25 structures with the same formula, charge and spin ... 20.9 kcal/mol

Geometry as XYZ:
```
50
C23H22FN2NbSe | the Open Molecules 2025 dataset | wB97M-V/def2-TZVPD
C -4.830 -0.776 -0.401
H -5.767 -0.186 -0.411
H -4.831 -1.426 0.491
H -4.806 -1.428 -1.292
C -3.633 0.134 -0.393
C -3.655 1.542 -0.469
H -4.611 2.047 -0.429
C -2.515 2.331 -0.556
C -2.633 3.836 -0.546
H -2.069 4.281 0.282
H -3.677 4.120 -0.405
H -2.291 4.298 -1.479
C -0.150 2.717 -0.843
C 0.375 2.995 -2.118
C 1.396 3.944 -2.249
H 1.802 4.172 -3.241
C 1.904 4.605 -1.134
H 2.662 5.383 -1.236
C 1.445 4.255 0.145
H 1.878 4.715 1.025
C 0.418 3.316 0.290
C -2.002 -1.740 -0.524
C -2.407 -2.353 -1.780
C -2.394 -3.718 -1.963
H -2.546 -4.160 -2.941
C -2.119 -4.562 -0.887
H -2.156 -5.659 -1.023
C -1.876 -4.036 0.379
H -1.730 -4.707 1.227
C -1.760 -2.665 0.564
C 0.045 -1.549 -3.319
H -0.487 -0.958 -4.050
C 0.385 -2.860 -3.470
H 0.212 -3.340 -4.428
C 1.104 -3.544 -2.484
H 1.518 -4.519 -2.705
C 1.464 -2.946 -1.303
C 1.425 -1.485 -1.166
H 2.200 -0.714 -1.037
C 0.455 -0.840 -2.119
H 0.729 0.255 -2.134
N -1.277 1.830 -0.699
N -2.443 -0.441 -0.175
Nb -0.535 -0.114 -0.530
H 0.092 2.994 1.279
H -0.032 2.458 -2.981
H -2.675 -1.679 -2.616
H -1.575 -2.218 1.557
F 2.067 -3.801 -0.430
Se 1.148 0.367 1.087
```

Atom charges from the Löwdin analysis, given in e for atoms 1 to 4:
1. C 0.0215
2. H 0.1095
3. H 0.1141
4. H 0.0954



This record from the Open Molecules 2025 dataset describes C23H22FN4O3PdS2 as an isolated structure in a non-equilibrium geometry. The level of theory is wB97M-V/def2-TZVPD.

Calculated values
Net charge ... +1
E_HOMO (spin up / spin down) ... -0.352 / -0.354 hartree
Spin multiplicity ... 3
Energy above the lowest of the compared OMol25 structures with the same formula, charge and spin ... 5.5 kcal/mol

Geometry as XYZ:
```
56
C23H22FN4O3PdS2 | the Open Molecules 2025 dataset | wB97M-V/def2-TZVPD
Pd 0.174 -0.406 0.134
C 5.942 -1.832 -4.396
C 5.863 -1.453 -2.921
N 4.655 -0.703 -2.627
C 3.525 -1.410 -2.394
C 2.351 -0.886 -1.962
C 1.137 -1.863 -1.945
O 1.402 -3.034 -2.159
O -0.003 -1.332 -1.810
C 2.290 0.512 -1.632
O 1.403 1.080 -0.963
C 3.409 1.285 -2.169
C 3.300 2.673 -2.230
C 4.273 3.424 -2.833
F 4.057 4.756 -2.942
C 5.443 2.844 -3.354
C 5.581 1.468 -3.218
C 4.572 0.665 -2.670
N 6.473 3.579 -3.962
C 6.442 5.033 -3.949
C 7.783 5.553 -4.483
N 8.817 4.534 -4.174
C 8.624 3.327 -5.025
C 7.110 3.085 -5.165
H 6.850 -2.393 -4.597
H 5.920 -0.948 -5.028
H 5.093 -2.457 -4.662
H 6.730 -0.872 -2.600
H 5.836 -2.364 -2.319
H 3.562 -2.480 -2.561
H 2.411 3.142 -1.840
H 6.484 1.000 -3.574
H 6.296 5.365 -2.920
H 5.632 5.456 -4.555
H 8.035 6.502 -4.013
H 7.764 5.699 -5.564
H 8.681 4.257 -3.193
H 9.764 4.908 -4.283
H 9.119 2.480 -4.548
H 9.075 3.498 -6.003
H 6.908 2.026 -5.305
H 6.723 3.607 -6.051
S -1.131 -0.980 1.969
C -0.275 -2.434 1.650
N 0.942 -2.377 1.139
C 1.424 -3.620 0.845
C 2.663 -3.919 0.276
C 3.009 -5.240 0.096
C 2.149 -6.273 0.466
C 0.916 -6.001 1.024
C 0.557 -4.676 1.203
S -0.912 -4.038 1.894
H 3.321 -3.114 -0.014
H 3.964 -5.491 -0.339
H 2.447 -7.297 0.300
H 0.242 -6.787 1.320
```

Atom charges from the Löwdin analysis, given in e for atoms 1 to 4:
1. Pd 0.8402
2. C -0.0543
3. C -0.1839
4. N -0.0376



This record from the Open Molecules 2025 dataset describes C23H22GeMnNO4S2 as an isolated structure in a non-equilibrium geometry. The level of theory is wB97M-V/def2-TZVPD.

Calculated values
Net charge ... +1
E_HOMO (spin up / spin down) ... -0.340 / -0.339 hartree
Spin multiplicity ... 2
Energy above the lowest of the compared OMol25 structures with the same formula, charge and spin ... 51.1 kcal/mol

Geometry as XYZ:
```
54
C23H22GeMnNO4S2 | the Open Molecules 2025 dataset | wB97M-V/def2-TZVPD
Mn 0.045 1.634 1.113
O -1.330 5.059 2.842
C -0.998 4.048 2.068
O -0.031 3.300 2.327
C -1.761 3.793 0.853
C -2.769 4.583 0.291
C -3.288 4.199 -0.946
C -2.771 3.112 -1.610
C -1.737 2.354 -0.999
N -1.300 2.676 0.261
C -1.031 1.285 -1.558
O -1.110 0.881 -2.833
O -0.183 0.608 -0.795
H -0.727 5.148 3.601
H -3.117 5.467 0.795
H -4.094 4.764 -1.384
H -3.162 2.815 -2.569
H -1.649 1.478 -3.368
C 2.852 -0.052 4.237
C 1.657 0.161 3.371
S 1.980 0.752 1.769
C 0.375 -0.109 3.768
C 0.044 -0.693 5.099
S -0.958 0.153 2.691
H 3.744 -0.106 3.619
H 2.766 -0.955 4.835
H 2.972 0.783 4.928
H 0.490 -1.682 5.197
H -1.031 -0.796 5.199
H 0.425 -0.070 5.907
Ge -0.132 -1.432 -0.937
C 1.751 -1.852 -0.574
C 2.021 -2.743 0.459
C 3.311 -3.196 0.663
C 4.333 -2.767 -0.168
C 4.073 -1.863 -1.186
C 2.783 -1.407 -1.393
C -0.986 -1.895 -2.657
C -0.252 -1.989 -3.833
C -0.886 -2.322 -5.017
C -2.249 -2.575 -5.028
C -2.978 -2.504 -3.852
C -2.350 -2.161 -2.668
H -1.056 -1.671 0.274
H 1.208 -3.087 1.088
H 3.513 -3.895 1.461
H 5.333 -3.147 -0.026
H 4.870 -1.527 -1.834
H 2.572 -0.701 -2.187
H 0.815 -1.802 -3.813
H -0.311 -2.392 -5.929
H -2.739 -2.843 -5.953
H -4.034 -2.723 -3.855
H -2.909 -2.100 -1.742
```

Atom charges from the Löwdin analysis, given in e for atoms 1 to 4:
1. Mn 0.3090
2. O 0.1839
3. C -0.4028
4. O -0.0029



This record from the Open Molecules 2025 dataset describes C23H22N5O5S2Tl as an isolated structure in a non-equilibrium geometry. The level of theory is wB97M-V/def2-TZVPD.

Calculated values
Net charge ... -1
E_HOMO (spin up / spin down) ... -0.149 / -0.166 hartree
Spin multiplicity ... 2
Energy above the lowest of the compared OMol25 structures with the same formula, charge and spin ... 16.5 kcal/mol

Geometry as XYZ:
```
58
C23H22N5O5S2Tl | the Open Molecules 2025 dataset | wB97M-V/def2-TZVPD
Tl -0.811 0.395 -0.018
C 2.342 -1.345 -0.324
N 1.124 -1.544 -1.088
C 1.189 -1.016 -2.432
C -0.151 -0.888 -3.099
C -0.221 -0.582 -4.456
C -1.462 -0.393 -5.032
C -2.594 -0.523 -4.243
C -2.427 -0.830 -2.904
N -1.239 -1.022 -2.358
C 0.651 -2.911 -0.992
C 0.074 -3.147 0.380
C 0.686 -3.971 1.316
C 0.086 -4.122 2.556
C -1.088 -3.440 2.822
C -1.601 -2.610 1.834
N -1.044 -2.490 0.645
C 2.686 0.116 -0.230
C 3.790 0.644 -0.883
C 4.001 2.011 -0.828
C 3.130 2.794 -0.094
C 2.074 2.172 0.558
N 1.864 0.871 0.484
H 3.194 -1.899 -0.770
H 2.150 -1.722 0.685
H 1.889 -1.585 -3.077
H 1.524 0.025 -2.344
H 0.683 -0.459 -5.033
H -1.555 -0.130 -6.077
H -3.576 -0.362 -4.661
H -3.268 -0.934 -2.233
H 1.457 -3.642 -1.196
H -0.147 -3.044 -1.723
H 1.607 -4.482 1.077
H 0.547 -4.739 3.313
H -1.577 -3.541 3.778
H -2.489 -2.016 1.992
H 4.458 -0.002 -1.437
H 4.825 2.453 -1.372
H 3.253 3.862 -0.042
H 1.350 2.732 1.129
O -0.511 3.909 -2.234
S -0.584 2.655 -1.498
O -1.822 1.893 -1.862
O 0.590 1.786 -1.800
O -0.618 2.919 -0.024
O -2.777 0.522 2.031
N -2.338 1.427 2.818
C -3.140 2.446 3.172
C -2.747 3.420 4.057
C -1.444 3.408 4.546
C -0.606 2.394 4.147
C -1.058 1.368 3.313
S -0.094 0.015 2.973
H -4.119 2.437 2.713
H -3.452 4.183 4.350
H -1.092 4.184 5.212
H 0.425 2.350 4.463
```

Atom charges from the Löwdin analysis, given in e for atoms 1 to 4:
1. Tl 1.0231
2. C -0.1233
3. N -0.1796
4. C -0.1444



This record from the Open Molecules 2025 dataset describes C23H22N6O5Sr as an isolated structure. The level of theory is wB97M-V/def2-TZVPD.

Calculated values
Net charge ... 0
E_HOMO ... -0.331 hartree
Energy above the lowest of the compared OMol25 structures with the same formula, charge and spin ... 0.0 kcal/mol

Geometry as XYZ:
```
57
C23H22N6O5Sr | the Open Molecules 2025 dataset | wB97M-V/def2-TZVPD
Sr 0.165 -0.056 -1.624
O 1.315 0.550 0.581
C 0.612 1.270 1.625
C -0.660 1.906 0.978
O -1.321 2.643 1.689
O -0.903 1.536 -0.216
C 1.502 2.356 2.198
C 2.569 2.865 1.468
C 3.361 3.878 1.997
C 3.083 4.396 3.250
C 2.004 3.903 3.974
C 1.219 2.889 3.453
C 0.201 0.239 2.677
C 1.210 -0.444 3.358
C 0.907 -1.466 4.241
C -0.419 -1.818 4.467
C -1.429 -1.136 3.808
C -1.124 -0.111 2.917
H 2.205 0.352 0.897
H 2.781 2.491 0.474
H 4.192 4.263 1.420
H 3.698 5.186 3.661
H 1.772 4.313 4.948
H 0.370 2.518 4.010
H 2.246 -0.158 3.207
H 1.703 -1.983 4.761
H -0.661 -2.611 5.162
H -2.465 -1.389 3.992
H -1.921 0.434 2.428
O -0.342 -1.809 0.233
C -1.616 -2.435 0.253
C -1.989 -2.858 -1.145
C -2.880 -3.904 -1.339
C -3.251 -4.236 -2.630
C -2.712 -3.520 -3.686
C -1.824 -2.497 -3.405
N -1.466 -2.168 -2.160
H -0.180 -1.407 1.100
H -2.373 -1.735 0.624
H -1.607 -3.308 0.910
H -3.271 -4.445 -0.487
H -3.945 -5.047 -2.809
H -2.967 -3.745 -4.711
H -1.380 -1.918 -4.206
N -2.616 1.462 -2.545
N -1.363 1.424 -3.246
H -3.231 2.161 -2.946
H -2.406 1.733 -1.587
H -1.002 2.354 -3.448
H -1.515 0.961 -4.135
O 2.195 0.310 -2.825
N 3.127 0.094 -3.671
C 2.729 -0.243 -4.878
C 3.698 -0.503 -5.894
N 4.454 -0.725 -6.730
C 1.331 -0.366 -5.154
N 0.190 -0.449 -5.286
```

Atom charges from the Löwdin analysis, given in e for atoms 1 to 4:
1. Sr 1.5711
2. O -0.1248
3. C -0.3089
4. C -0.6128